Density functional theory data (wB97M-V/def2-TZVPD) for 17 unconnected molecules or ions with the total composition C62H162N4O21.

Last column: Löwdin charge in e.
Atoms and positions in Å:
H -3.86250 -3.61784 -3.84936  0.094
C -2.35881 -1.12400 7.44526  -0.242
H 0.48287 3.52235 -6.68285  0.061
H 0.43481 2.37141 -8.00317  0.079
H 0.14086 -2.33121 3.75214  0.055
C 2.87258 4.84857 -2.69745  -0.050
O 1.20073 6.64759 -0.14111  -0.078
C 2.06697 5.74384 -3.64747  -0.450
H 2.91815 -1.35334 1.54460  0.062
H 2.59113 5.74524 -4.60317  0.135
H 6.70684 -7.16173 -0.33485  0.069
H 6.02010 -0.61429 -0.32545  0.065
O 7.58924 -1.66201 1.82696  -0.214
H 9.39056 -1.04143 2.48635  0.117
H 5.52064 -1.75364 -3.49617  0.052
O 1.95745 -0.56297 4.56893  -0.059
H -1.58620 -1.83131 -3.84883  0.139
H -3.58620 -8.76984 3.98941  0.083
H 3.04991 3.89014 -3.18536  0.066
O -4.84878 -7.11554 3.84315  -0.189
C 4.29510 -5.91555 0.47875  -0.045
H -6.83754 -1.48749 7.02233  0.124
H -2.46010 -3.71748 -6.02246  0.079
H -7.53853 -2.73471 -2.03597  0.089
H 5.96055 -8.34842 -1.39941  0.072
C -0.82808 1.75770 -6.35701  -0.481
H 1.69958 7.00336 -2.16908  0.040
H -5.07298 1.35584 1.12789  0.116
C 4.48140 -7.18419 -0.36421  -0.485
H 6.00965 -6.67465 -1.86651  0.076
H 4.41459 -1.99155 -5.91465  0.065
H 2.82407 1.10132 -4.40555  0.070
C 4.22668 0.03538 -5.51161  -0.452
H -0.85404 2.73088 -4.43719  0.064
H 7.92699 -3.61623 2.72539  0.082
O 3.53178 -7.19574 -1.38525  -0.054
H -7.29428 4.62163 -3.88172  0.075
H 5.47284 -0.10543 -1.87655  0.084
H 3.77410 1.80002 -0.97670  0.081
H -4.59205 -1.16598 6.29782  0.090
H 5.92550 -3.03167 -0.94524  0.130
H 0.42507 -1.40189 -0.54519  0.062
H -4.83071 2.61799 -0.87186  0.097
C 1.17079 -4.99617 -2.05885  -0.031
H 0.90781 9.23125 0.05645  0.077
C 1.77447 -1.03845 3.25485  -0.484
H -0.96276 -0.60645 4.55056  0.075
C -1.73099 -3.34310 -5.30389  -0.065
H -0.00684 4.34583 4.33300  0.094
C 1.56132 8.76462 0.79353  -0.037
H -3.98749 -2.00326 -5.88725  0.086
H -5.49686 -4.62068 4.23394  0.113
H -4.88430 -9.02685 2.95421  0.082
H 1.73627 -0.23228 -0.22867  0.048
H -3.69649 -1.74989 8.97251  0.123
C -5.93077 0.12286 -1.96941  -0.245
H 1.25106 4.12503 0.78388  0.062
H -1.67888 0.66702 0.83084  0.031
H 1.21058 -6.02802 -2.40784  0.078
H 7.81949 -3.03986 -2.34124  0.088
H 4.10810 -6.17326 1.52121  0.070
C -4.17476 1.95831 0.99246  -0.159
N 7.84493 1.23576 1.69433  -0.064
H -7.14524 2.90150 -3.65568  0.072
H -5.57456 0.05625 -2.99741  0.092
C -2.25374 -3.13420 -0.18438  -0.060
C 7.84501 0.50917 2.93103  -0.211
C -5.50361 3.80225 -4.78773  -0.464
H -1.12317 0.61562 5.82042  0.092
H -1.98274 1.37565 -4.55330  0.050
C 2.94834 0.05629 -4.68940  -0.046
H 1.04940 2.60424 1.73657  0.080
H 3.48108 -1.31655 -7.16645  0.079
H -7.83906 -2.32747 11.12241  0.081
H -2.60686 -3.81866 -0.95569  0.077
H 3.45072 2.96834 0.30451  0.063
H 2.78937 -3.03782 -4.50500  0.048
H 4.14437 -3.83814 -2.57932  0.050
H -6.25738 1.14003 -1.75308  0.118
H -2.29278 -0.16585 7.96071  0.127
O -0.66723 0.44741 -6.78310  -0.074
H -4.92332 -6.59229 5.86564  0.113
H -4.06877 -0.96098 -4.40943  0.055
H 1.73729 -3.16372 3.86679  0.089
H 0.00708 6.12866 -4.20670  0.083
H -4.96837 -0.45126 -0.11076  0.127
O -0.21425 5.64463 2.06310  -0.061
H 1.91155 -1.27013 5.21656  0.077
H -0.74865 2.58259 -0.88823  0.061
H 3.49827 1.19478 0.67136  0.066
O 5.44933 -2.53822 -2.94759  -0.075
H 2.06629 -0.22444 -5.26496  0.074
H 5.24889 -0.98175 -7.14258  0.079
H 0.87738 -2.90894 2.39043  0.075
H 5.24438 1.83727 2.45048  0.099
H -1.63804 -3.08105 2.35239  0.105
H 0.13221 4.81791 -3.08894  0.058
C -0.31438 4.23531 2.19461  -0.486
H 2.58348 6.39352 2.06217  0.070
C 4.34780 -1.10213 -6.54121  -0.041
H 2.95161 -0.60294 -3.82135  0.068
H -6.00990 3.66686 -5.74348  0.131
H -5.89406 -2.94121 7.45688  0.108
C -6.46866 -1.78140 9.08853  -0.259
H -6.07481 3.95468 -2.68796  0.065
C 3.13010 -1.15998 2.59616  -0.048
C 2.25598 -3.95540 -2.59972  -0.420
H -5.79731 -2.48587 -1.88340  0.077
C -3.62111 -1.74235 7.88515  -0.244
H -3.63135 5.08448 -2.90126  0.055
O -3.05063 -3.31242 1.00882  -0.193
H 5.14968 -5.24243 0.54732  0.057
H -0.15416 -0.80342 6.20877  0.084
O 3.50488 -4.46763 -2.23818  -0.068
H -4.55112 -2.83409 2.95305  0.112
O 2.04658 7.04127 -3.06337  -0.055
C -2.62980 -2.67819 2.14691  -0.235
H -1.20945 -3.43570 -0.10272  0.074
H -1.46167 -1.62760 7.80531  0.123
H 5.26590 3.52975 1.91250  0.107
H -3.61766 -2.78022 7.55208  0.113
H 3.98643 7.34479 1.59041  0.082
H -8.68850 -0.96066 10.45478  0.083
H 2.83135 7.72458 -0.65648  0.131
C -2.39759 -2.36079 -4.34824  -0.462
C -6.02851 -1.87537 7.64130  -0.185
C -3.55237 -3.05657 3.32869  -0.213
O -7.02621 -0.72671 -1.78670  -0.174
H -3.44658 0.99723 -2.19170  0.088
H -1.22491 -4.18115 -4.82467  0.071
C 0.64882 5.29493 -3.92181  -0.047
C -4.50313 2.66354 -4.59113  -0.044
H -0.92784 -2.84835 -5.85002  0.073
H 2.51075 4.69368 -1.68099  0.060
H 1.18177 -3.58603 -4.50414  0.053
C -1.00694 -0.45104 5.62852  -0.101
H 7.35743 0.72506 0.97209  0.084
C 3.14501 6.76807 1.20631  -0.041
H 7.72985 -1.20165 -2.52520  0.086
C -4.70459 -0.21651 -1.14198  -0.199
O -3.03166 1.40565 1.69370  -0.223
C 7.90758 -3.09081 1.77058  -0.080
H 8.48887 0.91531 3.71116  0.115
C -6.71781 -2.06192 -2.28471  -0.064
H -1.01378 6.01563 2.44350  0.101
H -3.32823 -6.51611 5.20941  0.117
H 7.55872 3.00227 2.76422  0.112
C 0.12458 2.00078 -1.18329  -0.025
H -2.16525 7.13105 -2.88651  0.068
C 0.42938 2.45908 -6.91672  -0.032
H -3.99190 2.64013 -3.62874  0.062
H 8.30114 -1.52985 3.73464  0.112
C 6.00938 -2.21952 -1.66737  -0.461
H 6.11589 0.53572 -4.92500  0.099
H -4.17314 -1.07444 -1.55381  0.094
C 3.91985 2.00973 0.08295  -0.085
N -3.46259 -4.44043 3.67612  -0.052
H -9.36943 -2.60167 10.27935  0.086
H -2.71927 5.57081 -0.32574  0.108
C -3.42311 -1.50376 -5.09981  -0.042
H -5.49413 5.74017 -4.95834  0.095
O -7.76284 -2.31834 9.03959  -0.192
H -3.10370 2.69905 -0.76780  0.098
C -3.32851 1.13951 3.01045  -0.114
H 4.41259 -1.11471 -0.78361  0.078
H 1.13198 -5.02968 -0.97006  0.065
H -5.76734 -2.31309 9.73162  0.118
H 8.03726 -1.93469 -0.98932  0.066
H 0.69092 6.39848 0.63324  0.041
H 3.62827 -2.05168 2.97669  0.084
C 1.00982 3.69336 1.75525  -0.054
H -6.59262 -0.74742 9.41046  0.124
H -3.99208 0.27494 2.99341  0.093
C -4.64398 -8.52556 3.89179  -0.102
H -4.46138 2.94947 1.34396  0.126
O -4.84204 5.04959 -4.81878  -0.052
H -3.55339 -5.01487 2.85036  0.110
H -0.72828 2.83112 3.73913  0.080
C -3.95698 2.06499 -0.52705  -0.196
H 3.48761 5.85899 0.71204  0.068
C 5.64813 2.52902 1.71118  -0.167
O -0.73260 0.56092 0.70881  -0.048
C -6.57946 3.83311 -3.64642  -0.034
C -2.54935 5.57640 -1.40240  -0.327
H 4.32427 -8.02563 0.31063  0.128
H -5.10622 1.75614 -4.62268  0.074
H -3.20017 7.71345 -1.59594  0.077
O 5.34848 2.16500 0.31959  -0.211
N -4.78337 -1.12687 7.28876  -0.043
H 1.84578 3.90912 2.42062  0.089
H -1.78398 2.03669 -6.80031  0.128
H 0.52375 4.52685 -4.68503  0.043
H -0.22551 1.06212 -4.39828  0.073
H 3.76426 -0.27680 2.67315  0.065
H 3.55911 -6.26379 -1.61397  0.025
N -3.67744 0.81699 -1.22510  -0.033
C 0.83570 -0.42775 -0.81079  -0.040
O -3.11169 -3.17439 -3.44782  -0.073
C 8.34844 -0.97347 2.79853  -0.211
H -2.38701 0.94721 3.52492  0.077
H 2.04426 -2.96780 -2.18995  0.117
H -3.73014 2.63981 -5.35926  0.066
H 0.18652 2.03684 -2.27094  0.058
H -1.03989 0.16842 -1.29586  0.107
C 7.50110 -2.08340 -1.92662  -0.045
H -3.43486 -2.40066 4.19128  0.099
H -2.56713 -1.62087 1.88952  0.111
H 1.21986 -0.51982 -1.82668  0.057
C 2.17371 -3.86310 -4.14724  -0.030
H 2.32574 9.50334 1.03446  0.073
H -6.68339 -1.90930 -3.36343  0.085
H 7.61227 3.15994 0.99308  0.109
H 7.24706 -3.64173 1.10103  0.066
H -2.86984 -0.73428 -5.63823  0.059
C -0.30441 0.63332 -0.63932  -0.459
H 1.32191 2.02285 -6.46816  0.069
C 2.22714 7.49111 0.22018  -0.499
H -2.34998 -2.09057 -0.48384  0.073
C -2.37605 7.03658 -1.82127  -0.065
H -1.48617 7.43609 -1.33486  0.062
H 3.44360 -5.30350 0.18134  0.063
C 1.14168 -2.42489 3.33062  -0.055
H 1.01129 2.41295 -0.70167  0.054
C 7.22614 2.56672 1.82199  -0.173
H -3.82360 1.95683 3.53485  0.097
H -1.67408 4.32652 3.77008  0.084
H -0.73728 0.37621 -7.73789  0.095
H -1.71173 4.92966 -1.66356  0.093
H 1.03980 8.59177 1.73494  0.077
H -1.12528 3.89465 1.55080  0.132
H 8.91179 -3.24581 1.37608  0.083
C -0.98416 1.71968 -4.82274  -0.033
H 4.25745 0.98624 -6.04360  0.127
H 0.17098 -4.67673 -2.35285  0.055
O -3.70321 5.02975 -1.94552  -0.091
H 3.88459 5.22545 -2.54949  0.081
H 1.06028 -0.36316 2.78365  0.127
H -5.25458 -8.96996 4.67778  0.084
H 6.83853 0.53055 3.34894  0.103
O -2.18031 -1.10961 6.04282  -0.198
C 5.86896 -7.33437 -1.01031  -0.053
C -4.50653 -4.84861 4.62814  -0.188
C -0.68170 3.91067 3.59591  -0.043
H 2.40683 -4.80993 -4.63433  0.091
C -4.37665 -6.37092 4.94899  -0.219
H -4.46612 -4.22826 5.52347  0.097
C 5.41485 -0.93593 -1.17299  -0.040
C -8.45362 -2.01057 10.27981  -0.088
O 5.39067 -0.03093 -4.65193  -0.066

Properties
LUMO level   0.403 eV
E   -4258.18960 Ha
Highest occupied orbital energy   -8.4 eV
HOMO-LUMO gap   8.807 eV